# 1
Density functional theory data (ωB97M-V/def2-TZVPD) for C10H15N2S as an isolated structure in a non-equilibrium geometry.

## Properties
ΔE to the lowest compared entry with this formula, charge and spin	225.7	kJ/mol
F_max	0.113	hartree/bohr

The geometry in ORCA input format:
```
! wB97M-V def2-TZVPD RIJCOSX def2/J DEFGRID3
* xyz 1 1
S -0.01589 -2.58292 0.84141
N -3.62991 0.94654 -0.54666
N 0.11931 1.22335 -0.18371
C -2.72584 0.29794 -0.24842
C 0.45824 1.35970 1.31901
C -1.72732 -2.29499 0.30925
C -0.34612 -0.14066 -0.24643
C 2.44510 1.63320 0.05127
C -1.60870 -0.44254 -0.13702
C 0.65467 -1.29654 -0.24822
C -2.11764 -3.02082 -0.99789
C 1.34763 1.64399 -0.96660
C 1.76463 2.08311 1.36114
H 1.54900 3.17626 1.27028
H 0.67174 -1.70423 -1.23098
H 3.24419 2.29937 -0.31933
H 1.62867 -0.81797 -0.00907
H -0.41670 1.84921 1.78820
H 1.62097 0.82251 -1.76146
H 2.69990 0.57594 0.16445
H -1.49177 -2.58800 -1.84675
H 1.30161 2.53484 -1.51299
H -2.41795 -2.37351 1.11114
H -1.83023 -4.02240 -0.75112
H 0.58660 0.26369 1.75606
H -3.30966 -3.03188 -1.03746
H -0.80099 1.71801 -0.22759
H 2.34644 1.88877 2.29951
*
```

=====

# 2
Density functional theory data (ωB97M-V/def2-TZVPD) for C33H29NO7P2RuS4 as an isolated structure in a non-equilibrium geometry.

## Properties
ΔE to the lowest compared entry with this formula, charge and spin	127.7	kJ/mol
<S²>	0.755
F_max	0.033	hartree/bohr

The geometry in ORCA input format:
```
! wB97M-V def2-TZVPD RIJCOSX def2/J DEFGRID3
* xyz -1 2
Ru 0.57082 -0.37558 1.77037
S 1.64823 -1.14334 4.56395
S -1.57042 -2.55896 0.46533
S 0.68798 1.92603 1.90760
S 2.93120 -1.83530 1.28519
P 0.07461 1.78512 0.00296
P -1.09950 -1.10816 -0.78800
O 2.54714 -0.37555 1.22801
O 1.80767 0.15423 3.92993
O 3.87970 -2.25647 0.29003
O 1.66956 -2.56367 1.26225
O 0.62933 -1.91338 3.84450
O -1.29355 0.05911 2.65434
O 1.51287 -1.14375 5.99875
N -2.10301 -1.75457 3.74530
C 1.21226 2.05944 -2.53938
C -2.56498 2.45333 0.17492
C -0.20116 -1.77037 -2.23269
C 2.54616 2.88258 -0.72544
C 1.28961 -2.84233 -4.32805
C 5.18194 -2.98665 5.13356
C -3.62357 1.20461 -3.07963
C -1.37182 2.79335 -0.46133
C -0.09519 -2.78093 -4.41827
C -0.83746 -2.25063 -3.37301
C 5.70323 -3.17393 3.86951
C -3.73302 3.13654 -0.10789
C -4.99884 -0.20672 -1.71009
C 3.56047 3.20105 -1.61996
C 3.93692 -2.38757 5.27484
C 4.97193 -2.77027 2.75944
C 1.92991 -2.36837 -3.19102
C -3.64223 -0.17983 2.72324
C 1.18790 -1.82762 -2.15252
C -2.53201 4.53880 -1.64828
C -0.18639 0.11534 -0.00281
C 1.36039 2.31938 -1.17808
C -2.25143 -0.65048 3.03239
C 3.19912 -1.97551 4.17748
C 3.39856 2.95379 -2.97365
C -2.49356 0.61044 -2.54432
C -4.88398 0.79831 -2.65761
C -3.85924 -0.79584 -1.17368
C 3.72223 -2.17868 2.88362
C -1.35844 3.84969 -1.36282
C 2.22032 2.37647 -3.43351
C -2.59501 -0.38688 -1.57600
C -3.71785 4.17968 -1.02725
H -2.55304 1.63658 0.88699
H 2.09358 2.15647 -4.48605
H -4.41161 -0.77057 3.21743
H -0.60028 -3.15025 -5.30265
H -2.51541 5.35576 -2.35895
H 6.67308 -3.63408 3.73004
H -1.51997 0.92962 -2.89189
H -1.14735 -2.09797 3.87975
H -5.77151 1.26245 -3.07014
H 4.48414 3.62832 -1.25082
H -3.72832 0.86287 3.02788
H 0.31713 1.57711 -2.91077
H -4.65624 2.85040 0.38048
H 3.51590 -2.21967 6.25627
H -3.77449 -0.24056 1.64219
H -1.91810 -2.21784 -3.44906
H 2.68168 3.04465 0.33681
H -3.93661 -1.58861 -0.43800
H -3.52039 1.98835 -3.81960
H 3.00786 -2.41692 -3.10444
H -0.43778 4.13359 -1.85678
H 4.19247 3.19337 -3.67000
H -2.88742 -2.37140 3.85556
H -5.97812 -0.53812 -1.38616
H -4.63267 4.71303 -1.25531
H 5.73262 -3.29589 6.01307
H 1.86823 -3.25948 -5.14341
H 5.36888 -2.92520 1.76748
H 1.68636 -1.44196 -1.27211
*
```

=====

# 3
Density functional theory data (ωB97M-V/def2-TZVPD) for C3H8NORb as an isolated structure in a non-equilibrium geometry.

## Properties
ΔE to the lowest compared entry with this formula, charge and spin	65.5	kJ/mol
F_max	0.086	hartree/bohr

The geometry in ORCA input format:
```
! wB97M-V def2-TZVPD RIJCOSX def2/J DEFGRID3
* xyz 2 1
Rb 4.32574 -2.45634 0.89434
O -0.83446 2.02709 -0.51422
N -1.08006 -0.28475 0.01746
C 0.79055 0.63077 -1.52037
C -0.78242 -0.33667 1.57215
C -0.44801 0.89360 -0.69208
H -0.86824 -1.14697 -0.46402
H -1.40700 -1.08741 2.05630
H 1.34217 1.55073 -1.71395
H -1.08083 0.59316 2.05636
H 1.42815 -0.02568 -0.92822
H 0.42188 0.34221 -2.50471
H 0.26981 -0.57504 1.72739
H -2.07729 -0.12469 0.01358
*
```

=====

# 4
Density functional theory data (ωB97M-V/def2-TZVPD) for a 2-piece molecular cluster, C18H18F4N overall in a non-equilibrium geometry.

## Properties
ΔE to the lowest compared entry with this formula, charge and spin	111.4	kJ/mol
F_max	0.036	hartree/bohr

The geometry in ORCA input format:
```
! wB97M-V def2-TZVPD RIJCOSX def2/J DEFGRID3
* xyz 1 1
F -2.06130 1.64541 4.58934
F 4.84443 0.55697 -1.48189
F -3.01598 3.95520 0.55925
F 1.15322 2.61315 -3.68478
N -0.42705 -1.66993 0.27029
C -2.57546 2.82533 2.59192
C 0.77404 1.45544 -1.64176
C 0.62205 0.64722 0.74362
C -1.42946 -1.61469 -0.79982
C -0.98389 -1.78680 1.58911
C -1.78018 1.89889 3.26557
C -0.95430 -2.56659 -1.90750
C 3.50063 0.86077 -1.52760
C 0.64413 -2.64385 -0.02137
C 0.35473 -3.22014 -1.41261
C 3.03398 1.66409 -2.57287
C 1.31652 0.84040 -0.47751
C -0.41034 1.45518 1.30086
C -1.15303 2.46288 0.61841
C 2.68262 0.40930 -0.51303
C -0.72639 1.23431 2.67784
C -2.22833 3.07032 1.26304
C 1.65581 1.88617 -2.62437
H 0.28983 -4.31163 -1.35918
H 3.08922 -0.18274 0.31291
H 1.14874 0.00171 1.44999
H 1.17901 -2.97879 -2.08941
H -2.42163 -1.88529 -0.40000
H -1.73743 -3.30044 -2.12506
H 3.71134 2.06665 -3.32259
H -0.90178 2.74795 -0.39853
H -3.41900 3.29997 3.08632
H -0.30382 1.60097 -1.75619
H 0.68515 -3.41444 0.76655
H -1.70863 -0.97792 1.75305
H 1.62103 -2.13290 -0.01962
H -0.13527 0.52567 3.26138
H -1.49224 -2.76528 1.72547
H -0.16206 -1.69461 2.31202
H -1.50295 -0.57926 -1.17639
H -0.77594 -1.99863 -2.82485
*
```

=====

# 5
Density functional theory data (ωB97M-V/def2-TZVPD) for a single C3H3ClFN molecule in a non-equilibrium geometry.

## Properties
ΔE to the lowest compared entry with this formula, charge and spin	79.6	kJ/mol
F_max	0.134	hartree/bohr

The geometry in ORCA input format:
```
! wB97M-V def2-TZVPD RIJCOSX def2/J DEFGRID3
* xyz 0 1
Cl 1.97886 0.42583 0.03703
F -1.55173 -1.42730 -0.04650
N -1.99407 1.69071 -0.17123
C 0.78108 -0.82727 -0.24849
C -0.64299 -0.46086 0.27993
C -1.32322 0.75006 0.07377
H 1.18076 -1.70574 0.28996
H 0.77749 -0.98431 -1.31201
H -0.56388 -0.30990 1.37841
*
```

=====

# 6
Density functional theory data (ωB97M-V/def2-TZVPD) for a 2-piece molecular cluster, CH4F2OSi overall in a non-equilibrium geometry.

## Properties
ΔE to the lowest compared entry with this formula, charge and spin	527.2	kJ/mol
F_max	0.097	hartree/bohr

The geometry in ORCA input format:
```
! wB97M-V def2-TZVPD RIJCOSX def2/J DEFGRID3
* xyz 0 1
Si 2.91852 0.08074 -0.26780
F 3.64963 -1.23099 0.25219
F 3.65717 1.16754 0.62209
O 0.08307 -0.33492 -0.21878
C -0.62761 -0.94406 0.69777
H -0.63310 -0.38226 1.69522
H 2.24959 0.26069 -1.42040
H -0.21901 -2.07192 0.92849
H -1.77514 -1.11726 0.47085
*
```

=====

# 7
Density functional theory data (ωB97M-V/def2-TZVPD) for a single C2H2OS2 molecule in a non-equilibrium geometry.

## Properties
ΔE to the lowest compared entry with this formula, charge and spin	82.9	kJ/mol
F_max	0.102	hartree/bohr

The geometry in ORCA input format:
```
! wB97M-V def2-TZVPD RIJCOSX def2/J DEFGRID3
* xyz 0 1
S 0.79796 -0.47500 1.99646
S 1.08042 -1.84830 0.47166
O -0.72251 1.28073 -0.86819
C -0.05057 -0.49867 0.36582
C 0.16347 0.51128 -0.59038
H -1.18323 -0.67957 0.53702
H 1.20439 0.38894 -1.00076
*
```

=====

# 8
Density functional theory data (ωB97M-V/def2-TZVPD) for a 2-piece molecular cluster, C3H8N2OS overall in a non-equilibrium geometry.

## Properties
ΔE to the lowest compared entry with this formula, charge and spin	778.7	kJ/mol
F_max	0.099	hartree/bohr

The geometry in ORCA input format:
```
! wB97M-V def2-TZVPD RIJCOSX def2/J DEFGRID3
* xyz 0 1
S -0.58402 -0.89475 1.38345
O -2.08162 2.12620 -0.81772
N 2.98066 -1.13242 -0.50128
N 1.74125 -0.46098 -0.30752
C 1.17215 -0.97874 0.76109
C -1.03910 0.72835 0.93902
C -1.65904 0.73171 -0.45835
H -0.07046 1.33032 0.89596
H -2.53185 0.13065 -0.48433
H 1.72106 -1.90912 1.08813
H 2.93402 -2.08244 -0.21837
H -1.46588 1.14252 1.80388
H -0.98554 0.35833 -1.21438
H 3.56907 -1.15978 -1.55194
H -3.70069 2.07016 -1.31763
*
```

=====

# 9
Density functional theory data (ωB97M-V/def2-TZVPD) for a 3-piece molecular cluster, C40H71BrFN3O12P6 overall in a non-equilibrium geometry.

## Properties
energy	-7355.59857	a.u.
F_max	0.178	hartree/bohr

The geometry in ORCA input format:
```
! wB97M-V def2-TZVPD RIJCOSX def2/J DEFGRID3
* xyz 0 1
Br 3.82635 4.18327 -5.11088
P 9.60727 -6.04503 5.54689
P 8.04905 -0.21866 1.09037
P -10.98114 5.82638 -3.13660
P 1.99768 1.17649 -1.66990
P 5.29513 -2.53389 1.22347
P 6.00239 4.13917 -4.42335
F 8.46354 3.31807 -2.73820
O 10.16290 -6.93868 6.86521
O -10.38894 4.48083 -2.73655
O 8.12428 2.76351 0.17169
O 9.11626 -4.84654 6.57855
O 6.54851 5.73790 -4.28873
O 1.26643 2.20795 -0.51230
O 9.05765 -5.41545 4.28028
O -10.54560 5.71933 -4.73246
O -11.76145 7.28344 -3.48742
O -9.70208 6.70107 -2.55141
O 11.16052 -5.56632 5.24918
O 3.81947 3.83524 -1.75454
N -9.74575 0.54319 -0.03131
N 2.14759 2.02873 -3.17668
N 9.12084 -0.72360 0.01991
C -10.32962 1.36309 -1.00328
C 7.43050 -5.94424 7.95338
C 11.48570 -5.30278 8.20437
C 5.23693 -0.86937 0.39593
C 11.59992 -5.34990 3.90778
C -6.78846 -1.36655 -1.74990
C 6.36906 0.12172 0.29087
C 3.71023 0.80085 -0.94971
C 0.14945 -3.44767 -1.29941
C 11.38127 -6.67402 7.56716
C -2.38839 -3.35521 -0.83347
C 2.66996 -1.46418 -0.17649
C 4.76384 3.09369 -1.84005
C -10.09958 8.56746 -4.83280
C -5.29498 -1.03115 -1.34866
C -8.45804 -0.16712 -0.09061
C -10.66004 0.47989 1.03222
C -11.66192 1.89114 -0.60576
C -12.68482 5.57082 -5.88977
C -2.83589 -1.96063 -1.47989
C 4.85901 1.71975 -1.05935
C 4.57093 -2.53765 2.95085
C -7.64634 5.53622 -2.02884
C -11.86036 1.28047 0.76858
C 3.92050 -0.50594 -0.22592
C 0.77176 -2.07735 -1.88631
C 6.18195 1.37668 -0.44464
C -11.34976 4.91344 -5.58900
C 7.31487 2.44826 -0.66162
C -0.94125 -3.10983 -0.18984
C -11.09448 8.53264 -3.68970
C -8.89320 6.20888 -1.48527
C 7.74784 -4.82839 6.97423
C 11.47414 -3.89313 3.51547
C 7.25396 3.10921 -2.09808
C -7.76623 -0.11574 -1.51211
C 2.34074 -2.12233 -1.60620
C 6.94411 -3.40376 1.09596
C 6.06476 3.41697 -2.68850
C -4.33315 -2.10444 -1.99336
H -9.46256 5.53994 -0.83864
H -10.55487 8.21777 -5.76048
H 11.54208 -4.50750 7.46313
H 3.56164 -3.04469 2.87562
H 7.59863 -2.98395 0.28374
H 7.87728 -1.12297 2.18777
H 12.23536 -6.87509 6.91887
H -2.35405 -4.14096 -1.64576
H -11.88579 9.25424 -3.91018
H 1.66048 1.95074 0.34812
H -12.35717 2.55565 -1.17842
H -0.91376 -2.05125 0.17890
H 10.62171 -5.09742 8.83814
H -5.02643 -0.02452 -1.76968
H 0.96310 -4.05143 -0.79394
H 5.77454 6.28364 -4.55012
H 2.73121 -3.17008 -1.69484
H 7.10335 -4.89182 6.09186
H -7.09847 5.02965 -1.23088
H -0.26270 -4.05116 -2.15421
H -12.54419 6.58970 -6.25535
H 12.38985 -5.24207 8.81506
H 12.64734 -5.65818 3.85933
H 2.82172 -1.47916 -2.39971
H -6.91678 -1.70214 -2.81387
H 8.12733 -5.93553 8.79346
H 7.51792 -6.92340 7.47362
H 1.38357 1.68635 -3.77515
H 7.56604 -3.86266 7.45008
H 11.66363 -3.76509 2.44742
H -3.09013 -3.69773 -0.02471
H -10.63691 8.86529 -2.75687
H 1.77296 -0.88272 0.19855
H -2.13182 -1.72383 -2.32659
H 11.42733 -7.42037 8.36472
H -8.50611 -0.08728 -2.35267
H -13.23721 4.99926 -6.63884
H -7.88066 4.80705 -2.80637
H -11.49600 3.92514 -5.14250
H -4.66986 -3.15241 -1.75668
H 8.52849 0.99862 1.68484
H 12.18484 -3.27697 4.07121
H -9.22988 7.94157 -4.64096
H 10.48012 -3.50382 3.74202
H -12.75037 1.42897 1.42417
H 4.34685 -1.49829 3.33094
H -2.69852 -1.19799 -0.66220
H -7.10428 0.80351 -1.51318
H -10.55902 -0.08481 1.99497
H -0.76720 -3.80912 0.67898
H 6.41272 -5.84440 8.33690
H 1.93350 3.03435 -3.07373
H -8.63868 -1.24108 0.20820
H 0.29082 -1.17286 -1.41795
H -8.60186 7.06553 -0.87197
H 5.19331 -3.14795 3.65595
H -13.30194 5.63514 -4.98883
H 6.75255 -4.50348 0.99957
H -5.25447 -1.06158 -0.21875
H 2.79422 -2.32517 0.52976
H -4.31577 -1.94346 -3.11101
H 0.61794 -2.07265 -3.00697
H 11.05281 -5.98610 3.21126
H -6.98642 6.27668 -2.48719
H 7.49980 -3.26667 2.07774
H -7.74134 0.26510 0.65853
H -9.80072 1.53854 -1.96680
H -9.73842 9.58792 -4.98325
H 9.89114 -0.04198 -0.01903
H -10.79155 4.77936 -6.51772
H -7.14444 -2.20404 -1.08924
*
```

=====

# 10
Density functional theory data (ωB97M-V/def2-TZVPD) for C43H28Cl2F15GeN4OSSbTl as an isolated structure.

## Properties
energy	-7255.95195	a.u.
F_max	0.014	hartree/bohr

The geometry in ORCA input format:
```
! wB97M-V def2-TZVPD RIJCOSX def2/J DEFGRID3
* xyz -1 1
Tl -0.14950 0.54916 -1.11178
Sb 1.10219 4.15637 -0.12057
Ge 0.33010 -3.50060 -0.25394
Cl -4.41956 -2.82443 -0.57364
Cl -7.83705 1.31665 -0.60744
S 1.27089 -1.76370 0.44961
F -1.24404 -3.18524 -6.16924
F 3.66355 -6.30422 2.64050
F 1.53592 -4.74737 2.19473
F 4.12166 -7.01328 -1.97785
F 4.99390 -7.41437 0.55421
F -1.02884 -6.27966 -0.54852
F -2.48253 -4.20202 -1.79803
F 1.98466 -5.50923 -2.45125
F -3.08678 -4.04092 -4.38644
F 1.22315 -2.44214 -5.33670
F -4.22024 -6.13960 2.86084
F -1.43104 -2.46120 2.20824
F -3.42299 -3.64841 3.53964
F 1.85992 -2.59041 -2.74016
F -2.99713 -7.46967 0.84484
O -2.31580 -0.77200 -0.80411
N 0.25893 1.18159 1.61294
N 2.59644 1.32457 2.20336
N -2.71993 1.97178 -0.91477
N 2.81651 1.37036 -0.14654
C -4.17425 3.86238 -0.90582
C 3.33627 1.10446 1.03402
C -1.33946 0.79750 3.37925
C -2.60697 -6.22826 1.15748
C -2.82372 -4.28103 2.52872
C 5.40775 0.42236 0.05517
C -2.90349 3.26704 -0.96107
C 1.69046 -5.00699 -0.14944
C -1.16102 -4.32263 0.77344
C -3.49131 -0.29555 -0.75293
C -1.79805 -3.68076 1.82180
C -3.22976 -5.55408 2.19040
C 3.24830 -6.07778 1.38912
C -6.18391 0.73926 -0.65523
C 3.92547 -6.64954 0.33152
C -0.26957 -3.43851 -2.16150
C -0.44412 6.06352 -2.01285
C 4.84745 0.65971 -1.19595
C 2.37932 -5.62838 -1.17337
C -1.53076 -3.76965 -2.62669
C 3.08512 4.69192 0.59545
C 0.35770 6.48135 1.92579
C 0.63101 -2.97185 -3.10802
C 0.94755 5.93265 -1.38756
C -0.99466 0.98661 2.05955
C 0.97129 1.01281 3.88990
C 0.03058 5.03220 1.57268
C 3.55497 1.13577 -1.23206
C -3.78284 1.13880 -0.81387
C 4.65203 0.64828 1.18262
C -5.94429 -0.60678 -0.59376
C 1.23643 1.16065 2.51957
C -5.11313 1.64903 -0.75999
C 3.48160 -6.43415 -0.95487
C -0.93374 -3.25395 -4.87761
C 2.15482 -5.27780 1.13054
C -5.27007 3.05360 -0.80307
C 0.32500 -2.88219 -4.44873
C -1.86880 -3.69269 -3.96473
C 4.16369 4.57104 -0.48474
C -1.58938 -5.60364 0.47027
C -4.64530 -1.10349 -0.64081
C -0.32036 0.82387 4.31979
H 1.79221 1.02802 4.59793
H -0.52944 0.68831 5.37368
H 5.13287 4.91599 -0.11180
H 5.39740 0.47548 -2.10967
H 3.31219 4.02806 1.43431
H 0.23187 4.36580 2.41711
H -0.22093 6.81203 2.79453
H 3.16218 1.16915 3.01621
H 3.06730 1.35082 -2.18028
H -0.50415 6.92133 -2.68919
H 1.41485 6.60977 2.16582
H 3.04211 5.71267 0.98171
H -6.77442 -1.29534 -0.50486
H 0.11702 7.15665 1.10105
H -2.00738 3.87685 -1.03599
H 1.20763 6.82531 -0.81331
H 1.70079 5.81881 -2.17250
H -1.03344 4.92609 1.34020
H -4.27436 4.94025 -0.94358
H -1.76487 0.97762 1.29686
H -6.26659 3.47099 -0.74942
H 3.91938 5.17240 -1.36505
H -0.70323 5.16933 -2.58694
H -2.37152 0.62296 3.65473
H 4.28564 3.53533 -0.80930
H 5.05164 0.44037 2.16954
H 6.42152 0.05051 0.14475
H -1.21653 6.19732 -1.24691
*
```